(1)
Density functional theory data (ωB97M-V/def2-TZVPD) for a molecular structure, C13H23F5IrNOPTe.

Positions of all 46 atoms, in Å:
C  2.0177  -0.6006  -3.1772
C  1.9841  -1.4985  -2.1190
C  1.1965  -1.2681  -0.9935
C  0.3738  -0.1333  -0.9462
C  0.4439  0.7979  -1.9958
C  1.2448  0.5576  -3.1080
C  1.3158  -2.2943  0.0888
C  0.9486  -1.8473  1.4939
N  1.4191  -0.4173  1.7667
Ir  -1.0302  0.1929  0.5230
C  -0.3422  2.0636  -1.9330
P  -1.0816  2.2143  -0.2430
H  2.5858  -2.4103  -2.1391
H  1.2618  1.2854  -3.9210
H  2.6446  -0.8045  -4.0403
H  -1.1732  2.0725  -2.6536
H  0.2827  2.9454  -2.1388
H  0.6753  -3.1549  -0.1520
H  2.3605  -2.6563  0.1126
H  -0.1206  -1.9415  1.6943
C  -2.5958  3.1514  -0.5627
C  0.0196  3.4569  0.5121
H  1.4751  -2.4864  2.2125
C  2.3951  -0.4806  2.9331
C  0.4389  0.6317  2.1219
H  -2.6370  0.8455  0.2125
H  1.8553  -0.7754  3.8385
H  3.1712  -1.2192  2.7020
H  2.8599  0.5069  3.0561
H  0.5209  0.7006  3.2272
H  0.7810  1.6221  1.8221
H  -0.7135  0.4027  2.1992
H  -0.1385  4.4328  0.0374
H  -0.2212  3.5471  1.5768
H  1.0735  3.1808  0.3944
H  -2.9138  2.9757  -1.5969
H  -3.3674  2.7878  0.1228
H  -2.4231  4.2202  -0.3858
H  2.1883  -0.1820  1.0796
F  -1.6372  -2.3492  -1.7343
Te  -2.6851  -2.8757  -0.2203
F  -1.2801  -4.0695  0.2925
F  -3.7222  -3.5381  1.2211
F  -4.1208  -1.7670  -0.8001
F  -3.3592  -4.2912  -1.2974
O  -1.9711  -1.5306  0.9169

Summary:
⟨S²⟩: 8.783
Lowest unoccupied orbital energy (spin up / spin down), eV: -7.4 / -11.5
2S+1: 6
Gap between HOMO and LUMO (spin up / spin down), eV: 4.36 / 5.58
HOMO (spin up / spin down), eV: -11.7169 / -17.0483
Charge: +2
Maximum force, eV/A: 6.574

=====

(2)
Density functional theory data (ωB97M-V/def2-TZVPD) for 2 unconnected molecules or ions with the total composition C13H23FN2O5S.

Positions of all 45 atoms, in Å:
O  -1.2724  0.9182  8.4811
O  0.1785  -0.1261  -6.2202
O  1.7301  0.4502  6.8549
O  -2.9245  -0.8562  -3.3663
F  -0.0579  1.7067  3.3451
O  0.4331  -0.3803  9.2194
S  1.7374  -1.8044  -0.2740
C  -0.1345  0.4891  8.3346
C  0.0485  0.6208  -5.2591
C  0.6458  0.9597  7.1463
C  -2.0762  -1.4745  -4.0012
N  -2.4639  -2.3819  -4.9026
N  -0.2522  0.1884  -4.0363
C  0.9088  -0.5043  0.6833
C  0.2360  2.1102  -5.4247
C  -1.6161  -3.1394  -5.8236
C  1.1388  1.6992  3.9900
C  1.2565  -1.3540  -1.9650
C  0.1265  2.1447  6.3061
C  1.0870  2.6389  5.2006
C  -0.2360  -1.5332  -2.2728
C  -0.5817  -1.2096  -3.7346
H  -0.2367  -0.5511  9.8995
H  -3.4636  -2.4819  -4.9928
H  -0.3927  0.8718  -3.3105
H  -0.1710  -0.5705  0.5497
H  1.1402  -0.6352  1.7405
H  1.2584  0.4749  0.3561
H  0.5120  2.3185  -6.4577
H  1.0264  2.4523  -4.7599
H  -0.6970  2.6177  -5.1874
H  -2.2378  -3.7568  -6.4735
H  -0.9338  -3.7862  -5.2693
H  -1.0377  -2.4532  -6.4480
H  1.3887  0.6796  4.2963
H  1.9178  2.0380  3.3005
H  1.8256  -1.9779  -2.6552
H  1.5421  -0.3160  -2.1370
H  -0.0645  2.9743  6.9929
H  -0.8333  1.8666  5.8602
H  2.0950  2.7590  5.6122
H  0.7588  3.6248  4.8556
H  -0.8186  -0.8860  -1.6170
H  -0.5117  -2.5683  -2.0669
H  0.0221  -1.8566  -4.3690

Summary:
Lowest unoccupied orbital energy, eV: -0.6
SMILES: CNC(=O)[C@H](CCSC)NC(C)=O.O=C(O)C(=O)CCCF
2S+1: 1
Gap between HOMO and LUMO, eV: 8.05
HOMO, eV: -8.6226
Maximum force, eV/A: 3.892

=====

(3)
Density functional theory data (ωB97M-V/def2-TZVPD) for a molecular structure, C13H23GeN2O4RhSe.

Positions of all 45 atoms, in Å:
Rh  0.5678  -0.8720  -1.3344
O  4.4199  -2.5425  -0.9111
Se  2.9262  -2.0863  -0.6254
O  2.5680  -2.0465  1.0250
O  1.6568  -2.9100  -1.3035
O  2.5711  -0.5333  -1.1999
C  0.4357  -0.8732  4.9141
C  0.4945  -0.8758  3.4114
C  0.2795  0.3310  2.6871
C  0.2136  0.2794  1.3315
N  0.3763  -0.8678  0.6322
C  0.8558  -1.9951  1.2759
C  0.7140  -2.0179  2.7145
H  0.2182  0.1217  5.2996
H  1.3861  -1.2017  5.3360
H  -0.3374  -1.5534  5.2736
H  0.1074  1.2682  3.1970
H  -0.0375  1.1482  0.7487
H  0.6328  -2.9157  0.7533
H  0.8584  -2.9683  3.2112
C  -4.0127  -3.5959  -1.5947
C  -3.8366  -2.0902  -1.8093
C  -2.4466  -1.6780  -1.6430
N  -1.3551  -1.3646  -1.5206
H  -5.0618  -3.8573  -1.7171
H  -3.6984  -3.8849  -0.5935
H  -3.4275  -4.1626  -2.3163
H  -4.4343  -1.5156  -1.1003
H  -4.1463  -1.7936  -2.8124
C  2.4462  2.6119  -0.3772
Ge  0.7089  2.7410  -1.2513
C  0.8530  3.9140  -2.8172
C  -0.6708  3.5325  -0.0939
C  0.1480  0.9982  -1.9675
H  2.7924  3.6010  -0.0736
H  3.1662  2.1857  -1.0756
H  2.4164  1.9638  0.4982
H  1.1642  4.9127  -2.5072
H  -0.1055  3.9993  -3.3310
H  1.5895  3.5305  -3.5237
H  -0.5192  4.6117  -0.0466
H  -0.6704  3.1535  0.9278
H  -1.6572  3.3510  -0.5247
H  0.7511  0.8945  -2.8915
H  -0.9009  1.0525  -2.2746

Summary:
Lowest unoccupied orbital energy, eV: -0.6
2S+1: 1
Gap between HOMO and LUMO, eV: 7.35
HOMO, eV: -7.9136
Maximum force, eV/A: 0.642

=====

(4)
Density functional theory data (ωB97M-V/def2-TZVPD) for a molecular structure, C13H23I2OP2TeYb.

Positions of all 43 atoms, in Å:
I  -5.2880  -2.4630  -2.8825
I  -4.8350  -4.3826  -1.0503
Yb  0.1799  0.1255  0.0661
P  1.5255  -1.1159  -1.5369
C  0.7729  -2.2992  -2.6042
C  2.3506  0.0934  -2.5655
H  3.0902  -0.4361  -3.1791
H  3.5290  -2.3647  -1.3495
H  2.8511  0.8545  -1.9484
H  3.3310  -1.2545  0.0600
H  0.0005  -1.8316  -3.2346
H  1.6255  0.6020  -3.2224
C  2.8145  -1.9593  -0.6287
H  1.5534  -2.7282  -3.2428
H  2.3921  -2.7747  -0.0200
H  0.2906  -3.1045  -2.0268
P  -1.3026  1.2588  1.6286
C  -3.0253  0.8890  1.6505
C  -0.6748  0.9747  3.2790
H  -0.0687  3.3056  1.3145
H  -1.6558  3.5467  2.1274
H  -1.5728  3.2842  0.3529
C  -1.1297  3.0135  1.3258
H  0.4154  1.1985  3.3254
H  -1.2168  1.6283  3.9667
H  -3.4988  1.5119  2.4180
H  -3.2004  -0.1736  1.8841
H  -0.8141  -0.0779  3.5725
H  -3.4888  1.0970  0.6735
C  -1.5483  -0.9740  -0.6530
O  -2.4998  -1.5695  -1.0569
Te  2.4772  0.7565  1.6627
C  3.4733  2.4415  0.9619
C  4.6935  2.2854  0.2408
C  5.4213  3.4128  -0.1252
C  4.9764  4.6917  0.2040
C  3.7846  4.8534  0.9095
C  3.0285  3.7505  1.2969
H  5.0373  1.2841  0.0152
H  6.3644  3.2799  -0.6667
H  5.5650  5.5664  -0.0808
H  3.4358  5.8544  1.1794
H  2.1161  3.8591  1.8710

Summary:
⟨S²⟩: 0.754
Lowest unoccupied orbital energy (spin up / spin down), eV: -8.7 / -8.7
2S+1: 2
Gap between HOMO and LUMO (spin up / spin down), eV: 4.90 / 4.91
HOMO (spin up / spin down), eV: -13.6306 / -13.6306
Charge: +2
Maximum force, eV/A: 11.407

=====

(5)
Density functional theory data (ωB97M-V/def2-TZVPD) for a molecular structure, C13H23N2NiO3P.

Positions of all 43 atoms, in Å:
C  0.4783  3.2431  -2.0990
C  -0.8048  2.7899  -1.7950
C  -0.9884  1.7701  -0.8333
C  0.1028  1.2244  -0.1874
C  1.3774  1.7268  -0.4204
C  1.5761  2.7321  -1.3911
C  -2.3656  1.2740  -0.5020
C  -2.3787  -0.2103  -0.1144
N  -2.5363  -1.0523  -1.2532
Ni  -0.0252  -0.3429  0.8136
C  2.5218  1.0554  0.2965
P  1.9364  -0.6763  0.6160
H  -1.6923  3.1750  -2.3099
H  2.6002  3.0564  -1.5985
H  0.6393  3.9571  -2.9182
H  2.7088  1.4955  1.2938
H  3.4154  0.9789  -0.3319
H  -2.7417  1.8483  0.3612
H  -2.9955  1.4199  -1.3844
H  -1.4904  -0.5523  0.4976
C  3.3115  -1.3970  1.4674
C  2.0568  -1.3344  -1.0778
H  -3.2724  -0.3753  0.5038
C  -1.4730  -1.1142  -2.2202
C  -3.1827  -2.3093  -0.9990
H  -0.3485  -0.5924  3.4684
H  -1.9081  -1.6885  -3.0452
H  -1.1965  -0.1061  -2.5685
H  -0.5584  -1.6401  -1.8680
H  -3.4010  -2.7424  -1.9784
H  -2.5661  -3.0229  -0.4154
H  -4.1248  -2.1220  -0.4617
H  3.1069  -1.2624  -1.3815
H  1.7238  -2.3764  -0.9607
H  1.4052  -0.7857  -1.7730
H  4.2399  -1.2898  0.8777
H  3.4318  -0.9344  2.4604
H  3.0535  -2.4593  1.5701
H  0.0005  -1.5474  1.7347
O  1.1033  0.2455  5.7427
N  0.0880  -0.0243  5.0973
O  -1.0680  -0.2441  5.4621
O  0.2408  0.2102  3.6250

Summary:
⟨S²⟩: 2.010
Lowest unoccupied orbital energy (spin up / spin down), eV: -0.4 / -0.6
2S+1: 3
Gap between HOMO and LUMO (spin up / spin down), eV: 5.71 / 7.67
HOMO (spin up / spin down), eV: -6.0663 / -8.2624
Maximum force, eV/A: 4.277

=====

Taking the records one at a time from the top gives DFT total energy values of -50374.5970; -40625.3103; -149890.0845; -89484.9538; -73299.9285 eV.